# 1
The following is a DFT calculation (ωB97M-V with the def2-TZVPD basis set) of a gas-phase ion, C5H9N2 (charge +1).

Computed properties:
* HOMO energy: -14.08 eV
* LUMO: -0.1218 hartree
* SMILES: [H]/N=C(\C)[C@H]1[C@@H]2[NH2+][C@@H]21
* total charge: +1
* frontier orbital gap: 10.8 eV

Last column: natural (NBO) charge in e.
Atoms and positions in Å:
H1 2.0030 -1.6144 -1.1313  0.370
N1 1.4714 -1.0494 -0.4761  -0.616
C1 0.3810 -0.5905 -0.9025  0.304
C2 -0.2530 -0.7553 -2.2421  -0.686
C3 -0.3829 0.2426 0.0906  -0.251
C4 -0.2049 -0.1429 1.5348  -0.018
N2 -0.5767 1.1698 2.0795  -0.506
C5 0.4569 1.0521 1.0431  -0.019
H2 -0.4070 0.2185 -2.7052  0.244
H3 -1.2262 -1.2331 -2.1388  0.245
H4 0.3698 -1.3615 -2.8946  0.246
H5 -1.3382 0.6361 -0.2412  0.232
H6 0.0405 -1.0326 2.0740  0.288
H7 -1.4873 1.5774 1.8421  0.429
H8 -0.2795 1.3964 3.0316  0.452
H9 1.4332 1.4867 1.0362  0.287

***

# 2
The following is a DFT calculation (ωB97M-V with the def2-TZVPD basis set) of 2 unconnected molecules or ions with the total composition C4H8NO2.

Computed properties:
* 2S+1: 2
* HOMO energy (spin up / spin down): 2.33 / 2.30 eV
* LUMO (spin up / spin down): 0.2681 / 0.2683 hartree
* total charge: -2
* frontier orbital gap (spin up / spin down): 5.0 / 5.0 eV
* expectation value of S²: 0.75

Last column: Mulliken spin population.
Atoms and positions in Å:
O1 2.2132 0.0475 1.3247  0.042
C1 2.1533 0.6986 0.2497  -0.004
O2 2.7028 1.8077 -0.0086  0.061
C2 1.2435 0.1586 -0.8144  0.696
C3 -1.8960 -0.4896 -0.2230  0.009
C4 -1.3327 0.3485 0.9636  0.031
N1 1.0142 -1.2700 -0.8751  0.168
H1 1.2465 0.8153 -1.6869  0.048
H2 -2.3508 0.1226 -1.0114  0.004
H3 -2.5420 -1.3710 -0.0040  0.001
H4 -0.7147 0.6509 0.0957  0.001
H5 -1.9227 1.1222 1.4884  0.005
H6 -0.6687 -0.0702 1.7126  -0.011
H7 0.1321 -1.5345 -1.3095  -0.033
H8 0.7220 -1.0365 0.0984  -0.017

***

# 3
The following is a DFT calculation (ωB97M-V with the def2-TZVPD basis set) of 2 unconnected molecules or ions with the total composition C5H12O3.

Computed properties:
* 2S+1: 2
* HOMO energy (spin up / spin down): -16.16 / -15.18 eV
* LUMO (spin up / spin down): -0.1446 / -0.3883 hartree
* total charge: +1
* frontier orbital gap (spin up / spin down): 12.2 / 4.6 eV
* expectation value of S²: 0.76

Last column: Mulliken spin population.
Atoms and positions in Å:
O1 -0.4131 -0.2212 1.8276  0.451
C1 0.7130 -0.0883 1.4592  -0.027
O2 1.7949 0.3983 2.0951  0.055
C2 1.1659 -0.0862 0.0311  0.049
C3 0.0475 0.7884 -0.7174  -0.007
C4 -1.1580 -0.2188 -0.8472  0.102
C5 0.5113 1.3829 -2.0416  0.059
H1 1.6342 0.7080 3.0663  -0.006
H2 2.1866 0.3131 -0.3219  0.012
H3 1.1440 -0.9728 -0.4489  -0.004
H4 -0.2852 1.4765 0.0187  0.021
H5 -1.9043 -0.0709 -1.5331  0.008
H6 -0.7618 -1.2697 -0.7620  0.009
H7 -1.6607 -0.2581 0.1670  0.107
H8 1.5805 1.5609 -1.9285  -0.003
H9 0.5103 0.7764 -2.9448  -0.002
H10 -0.0918 2.3751 -2.2079  0.000
H11 -2.1181 -2.0214 2.2483  -0.006
H12 -1.2127 -1.9065 1.1997  -0.001
O3 -1.6826 -2.6656 1.6403  0.185

***

# 4
The following is a DFT calculation (ωB97M-V with the def2-TZVPD basis set) of a single C5H6NP molecule.

Computed properties:
* HOMO energy: -8.59 eV
* LUMO: -0.0045 hartree
* SMILES: [H]/P=N/C1C=CC=C1
* total charge: 0
* frontier orbital gap: 8.5 eV

Last column: natural (NBO) charge in e.
Atoms and positions in Å:
H1 -2.2603 -1.6326 2.5526  -0.092
P1 -1.0611 -1.0281 1.9351  0.789
N1 -1.3615 -1.3216 0.4469  -0.842
C1 -0.4193 -0.6689 -0.7070  -0.141
C2 -0.8515 0.7540 -0.5787  -0.162
C3 0.1469 1.4677 -0.1400  -0.250
C4 1.3029 0.6495 0.0134  -0.198
C5 1.0111 -0.6633 -0.1968  -0.219
H2 -0.8726 -1.1454 -1.5209  0.243
H3 -1.8962 0.9893 -0.7387  0.223
H4 0.1927 2.4485 0.1441  0.211
H5 2.1745 1.0759 0.3346  0.206
H6 1.6661 -1.5194 0.0691  0.232

***

# 5
The following is a DFT calculation (ωB97M-V with the def2-TZVPD basis set) of 2 unconnected molecules or ions with the total composition C2H3NO2S.

Computed properties:
* HOMO energy: -9.35 eV
* LUMO: -0.0179 hartree
* total charge: 0
* frontier orbital gap: 8.9 eV

Last column: natural (NBO) charge in e.
Atoms and positions in Å:
C1 -0.9606 -0.0634 0.0641  0.477
C2 -2.2586 0.1925 0.2054  -0.660
N1 0.1997 -0.1773 -0.0976  -0.693
O1 2.6526 -1.2007 -0.0502  -0.911
O2 2.7705 1.1161 -0.5836  -0.865
S1 2.5011 0.1508 0.4009  1.708
H1 -2.8127 1.1076 -0.2026  0.262
H2 -2.8940 -0.3468 0.9307  0.250
H3 0.8020 -0.7786 -0.6671  0.431

***

# 6
The following is a DFT calculation (ωB97M-V with the def2-TZVPD basis set) of a molecular structure, C8H21KNO3.

Computed properties:
* HOMO energy: -12.02 eV
* LUMO: -0.1241 hartree
* total charge: +1
* frontier orbital gap: 8.6 eV

Last column: natural (NBO) charge in e.
Atoms and positions in Å:
K1 1.2852 -1.3397 -1.1072  0.983
C1 -2.6478 -2.5010 -0.0426  -0.253
O1 -1.6965 -1.5443 0.4358  -0.577
C2 -1.8404 -1.2240 1.8066  -0.071
C3 -1.0323 0.0522 2.1327  -0.239
N1 0.3424 -0.3272 2.4122  -0.650
C4 1.1332 0.8907 2.6617  -0.239
C5 2.6532 0.4864 2.6557  -0.059
O2 3.0811 0.3318 1.3176  -0.582
C6 4.4790 -0.0518 1.1159  -0.270
H1 -3.6609 -2.1154 0.0717  0.187
H2 -2.5050 -3.4411 0.4901  0.178
H3 -2.5164 -2.7462 -1.0965  0.189
H4 -1.6193 -1.9875 2.5525  0.171
H5 -2.8803 -0.9823 2.0264  0.177
H6 -1.4337 0.5486 3.0162  0.181
H7 -1.1917 0.7522 1.3125  0.205
H8 0.3908 -0.9372 3.2158  0.366
H9 0.9404 1.3579 3.6275  0.185
H10 0.9393 1.6941 1.9510  0.208
H11 2.8438 -0.4047 3.2537  0.171
H12 3.1834 1.3337 3.0905  0.175
H13 4.8323 -0.7554 1.8697  0.186
H14 5.1424 0.7904 1.3130  0.187
H15 4.7539 -0.3444 0.1026  0.189
C7 -2.2948 1.0101 -4.1601  -0.618
C8 -1.1838 1.7268 -4.8095  -0.064
O3 -0.0220 1.3004 -4.1541  -0.752
H16 -2.1143 -0.0645 -4.1323  0.203
H17 -3.2419 1.2306 -4.6526  0.225
H18 -2.4098 1.3121 -3.1191  0.203
H19 -1.3085 2.8096 -4.8149  0.169
H20 -1.1907 1.4432 -5.8619  0.161
H21 0.7896 1.6957 -4.4808  0.478

***

# 7
The following is a DFT calculation (ωB97M-V with the def2-TZVPD basis set) of 2 unconnected molecules or ions with the total composition CH3BrO2.

Computed properties:
* 2S+1: 3
* HOMO energy (spin up / spin down): -9.97 / -8.70 eV
* LUMO (spin up / spin down): 0.0176 / -0.1134 hartree
* total charge: 0
* frontier orbital gap (spin up / spin down): 10.5 / 5.6 eV
* expectation value of S²: 2.02

Last column: Mulliken spin population.
Atoms and positions in Å:
C1 -0.9119 -0.2532 0.3888  -0.029
O1 0.4307 0.0914 0.7681  0.994
O2 1.2957 0.5800 -1.0838  0.740
Br1 2.9738 0.4501 -0.9457  0.201
H1 -1.5811 0.0389 1.2002  0.032
H2 -0.9252 -1.3917 0.0995  0.035
H3 -1.2820 0.4845 -0.4271  0.028

***

Asked for relative energy (zero: lowest compared OMol25 entry of this formula, charge and spin) across the records above, the calculation gives 92.0; 101.5; 76.0; 61.9; 69.7; 36.5; 30.5 kcal/mol in order.
Asked for F_max across the records above, the calculation gives 0.0202; 0.0539; 0.1118; 0.0927; 0.0942; 0.0466; 0.0452 Eh/bohr in order.